1.
The following is a DFT calculation (ωB97M-V/def2-TZVPD) of C27H18Br2ClF6MnN7O2Sb as an isolated structure.

CARTESIAN COORDINATES (ANGSTROEM)
Mn (-0.27, -0.55, 0.02)
Cl (3.46, 0.80, 5.79)
C (2.40, 0.20, 4.56)
C (1.08, -0.13, 4.90)
C (0.21, -0.59, 3.94)
C (0.63, -0.72, 2.61)
O (-0.24, -1.19, 1.73)
C (1.96, -0.40, 2.28)
C (2.46, -0.75, 0.99)
N (1.67, -0.98, 0.00)
C (2.05, -1.70, -1.16)
C (3.24, -1.68, -1.81)
C (3.43, -2.56, -2.90)
C (2.45, -3.42, -3.31)
C (1.19, -3.42, -2.66)
C (0.09, -4.24, -3.01)
C (-1.09, -4.11, -2.33)
C (-1.21, -3.15, -1.31)
N (-0.20, -2.39, -0.97)
C (1.00, -2.53, -1.60)
C (2.85, 0.06, 3.28)
H (0.76, -0.01, 5.92)
H (-0.81, -0.85, 4.18)
H (3.52, -0.91, 0.86)
H (4.02, -1.00, -1.50)
H (4.38, -2.55, -3.41)
H (2.62, -4.09, -4.14)
H (0.19, -4.95, -3.82)
H (-1.95, -4.72, -2.58)
H (-2.14, -2.97, -0.80)
H (3.86, 0.33, 3.00)
Br (-4.42, -1.22, -1.89)
C (-4.39, -0.28, -0.25)
C (-5.61, 0.23, 0.22)
C (-5.65, 0.94, 1.38)
Br (-7.32, 1.62, 1.97)
C (-4.47, 1.18, 2.12)
C (-4.42, 1.94, 3.32)
C (-3.23, 2.13, 3.94)
C (-2.07, 1.55, 3.39)
N (-2.08, 0.83, 2.30)
C (-3.24, 0.65, 1.65)
C (-3.20, -0.11, 0.42)
O (-2.09, -0.62, -0.08)
H (-6.51, 0.06, -0.35)
H (-5.33, 2.36, 3.71)
H (-3.16, 2.72, 4.85)
H (-1.10, 1.70, 3.86)
F (0.10, 1.09, 0.52)
Sb (2.28, 2.79, 0.39)
F (0.74, 3.69, -0.58)
F (1.74, 2.86, 2.34)
F (3.38, 4.16, -0.39)
F (3.92, 1.81, 0.89)
F (2.35, 1.60, -1.19)
N (1.21, 3.27, -3.42)
C (1.29, 2.19, -4.19)
N (1.93, 2.29, -5.37)
N (0.76, 1.00, -3.93)
C (0.28, 0.65, -2.79)
N (-0.19, 0.14, -1.85)
H (1.78, 4.07, -3.63)
H (0.88, 3.22, -2.45)
H (2.30, 3.16, -5.70)
H (1.95, 1.48, -5.96)

2S+1 = 5
HOMO (alpha / beta) = -7.264 / -7.928 eV
<S²> = 6.072
orbital gap (alpha / beta) = 5.897 / 6.512 eV
energy relative to the best compared isomer or geometry (same formula, charge and spin) = 0.0 kJ/mol



2.
The following is a DFT calculation (ωB97M-V/def2-TZVPD) of C27H18BrNO4PReSe as an isolated structure at a distorted geometry.

CARTESIAN COORDINATES (ANGSTROEM)
Re (-0.02, -1.05, 0.17)
O (3.75, -0.77, -1.19)
C (2.89, -0.17, -0.64)
O (1.82, -0.83, -0.09)
C (2.89, 1.31, -0.40)
C (4.13, 1.93, -0.55)
C (4.26, 3.29, -0.34)
C (3.15, 4.05, 0.01)
C (1.92, 3.44, 0.15)
C (1.77, 2.07, -0.06)
P (0.07, 1.43, 0.08)
C (-0.61, 2.14, 1.59)
C (-0.27, 1.52, 2.80)
C (-0.72, 2.04, 4.00)
C (-1.52, 3.18, 4.00)
C (-1.86, 3.79, 2.80)
C (-1.40, 3.28, 1.60)
C (-0.84, 2.11, -1.32)
C (-2.23, 1.98, -1.34)
C (-2.95, 2.43, -2.43)
C (-2.29, 3.01, -3.51)
C (-0.91, 3.13, -3.50)
C (-0.18, 2.68, -2.41)
H (4.98, 1.32, -0.83)
H (5.23, 3.76, -0.44)
H (3.25, 5.11, 0.19)
H (1.05, 4.04, 0.41)
H (0.36, 0.63, 2.80)
H (-0.46, 1.56, 4.93)
H (-1.87, 3.59, 4.94)
H (-2.48, 4.68, 2.81)
H (-1.67, 3.76, 0.67)
H (-2.75, 1.54, -0.50)
H (-4.03, 2.34, -2.44)
H (-2.86, 3.36, -4.36)
H (-0.40, 3.58, -4.34)
H (0.90, 2.78, -2.41)
Se (-4.69, -0.67, 1.09)
C (-3.03, -0.79, 0.79)
N (-1.85, -0.87, 0.57)
Br (3.32, -7.06, -0.42)
C (1.45, -6.80, -0.34)
C (0.60, -7.89, -0.39)
C (-0.77, -7.69, -0.33)
C (-1.29, -6.41, -0.22)
C (-0.42, -5.33, -0.16)
C (0.96, -5.51, -0.22)
C (-1.01, -3.97, -0.04)
O (-2.18, -3.73, 0.02)
O (-0.07, -2.97, 0.03)
H (1.01, -8.89, -0.48)
H (-1.43, -8.54, -0.37)
H (-2.35, -6.24, -0.17)
H (1.63, -4.67, -0.19)

2S+1 = 4
total charge = +1
HOMO (alpha / beta) = -11.216 / -11.213 eV
<S²> = 3.789
orbital gap (alpha / beta) = 5.498 / 5.676 eV
energy relative to the best compared isomer or geometry (same formula, charge and spin) = 34.7 kJ/mol



3.
The following is a DFT calculation (ωB97M-V/def2-TZVPD) of C27H18Cl3N4O5Os as an isolated structure.

CARTESIAN COORDINATES (ANGSTROEM)
Os (-1.42, 0.16, 0.06)
Cl (-8.05, -0.87, 1.31)
C (-6.60, -0.28, 0.65)
C (-5.41, -0.81, 1.11)
C (-4.22, -0.35, 0.59)
N (-2.93, -0.77, 0.94)
C (-2.66, -1.59, 2.04)
O (-3.44, -2.27, 2.64)
C (-1.21, -1.46, 2.46)
C (-0.74, -2.13, 3.56)
C (0.57, -1.88, 3.97)
C (1.33, -0.96, 3.27)
C (0.79, -0.33, 2.17)
N (-0.45, -0.59, 1.76)
C (-4.23, 0.67, -0.43)
C (-5.47, 1.19, -0.89)
C (-6.63, 0.73, -0.36)
Cl (-8.12, 1.37, -0.91)
N (-3.02, 1.00, -0.91)
C (-2.86, 1.73, -2.12)
O (-3.48, 2.71, -2.41)
C (-1.85, 1.07, -3.01)
C (-1.60, 1.57, -4.27)
C (-0.75, 0.86, -5.10)
C (-0.21, -0.33, -4.64)
C (-0.51, -0.75, -3.35)
N (-1.31, -0.06, -2.55)
H (-5.41, -1.59, 1.86)
H (-1.39, -2.81, 4.08)
H (0.98, -2.39, 4.83)
H (2.35, -0.73, 3.57)
H (1.36, 0.38, 1.59)
H (-5.49, 1.97, -1.63)
H (-2.07, 2.50, -4.58)
H (-0.52, 1.21, -6.10)
H (0.45, -0.93, -5.26)
H (-0.09, -1.66, -2.94)
C (5.01, 2.29, 1.62)
C (4.98, 0.83, 1.26)
C (5.87, -0.08, 1.82)
C (5.84, -1.42, 1.46)
Cl (6.98, -2.52, 2.18)
C (4.92, -1.88, 0.55)
C (4.01, -0.99, -0.01)
C (4.05, 0.35, 0.34)
O (3.18, 1.31, -0.16)
C (2.42, 1.04, -1.33)
C (1.06, 0.52, -0.88)
O (0.83, -0.70, -0.73)
O (0.16, 1.39, -0.58)
H (5.66, 2.46, 2.48)
H (4.01, 2.66, 1.86)
H (5.38, 2.89, 0.79)
H (6.60, 0.27, 2.54)
H (4.90, -2.93, 0.29)
H (3.26, -1.36, -0.70)
H (2.90, 0.31, -1.98)
H (2.29, 1.99, -1.84)

2S+1 = 5
total charge = +1
HOMO (alpha / beta) = -10.730 / -10.731 eV
<S²> = 6.036
orbital gap (alpha / beta) = 7.195 / 4.820 eV



4.
The following is a DFT calculation (ωB97M-V/def2-TZVPD) of C27H18ClN3O5RbS5 as an isolated structure.

CARTESIAN COORDINATES (ANGSTROEM)
Rb (0.64, 0.17, -0.26)
O (4.53, -1.07, 3.32)
C (3.45, -0.85, 2.54)
O (3.53, -0.43, 1.42)
C (2.17, -1.18, 3.25)
C (2.14, -1.54, 4.59)
C (0.90, -1.81, 5.16)
C (-0.23, -1.69, 4.39)
C (-0.09, -1.33, 3.05)
N (1.08, -1.10, 2.49)
C (-1.30, -1.19, 2.14)
O (-2.30, -0.48, 2.61)
O (-1.31, -1.71, 1.05)
H (5.30, -0.80, 2.79)
H (3.05, -1.59, 5.16)
H (0.83, -2.07, 6.21)
H (-1.22, -1.85, 4.81)
H (-2.02, 0.12, 3.37)
Cl (-4.78, 2.78, -4.58)
C (-3.25, 2.62, -3.75)
C (-2.86, 3.61, -2.83)
C (-1.66, 3.50, -2.18)
C (-0.75, 2.40, -2.38)
O (0.34, 2.35, -1.76)
C (-1.20, 1.39, -3.33)
C (-0.47, 0.21, -3.69)
N (0.62, -0.27, -3.19)
C (1.15, -1.39, -3.81)
C (1.25, -1.51, -5.18)
C (1.78, -2.66, -5.80)
C (2.23, -3.71, -5.05)
C (2.18, -3.62, -3.64)
C (2.64, -4.67, -2.80)
C (2.58, -4.53, -1.45)
C (2.08, -3.32, -0.92)
N (1.65, -2.34, -1.66)
C (1.67, -2.46, -3.01)
C (-2.44, 1.55, -3.98)
H (-3.51, 4.46, -2.64)
H (-1.34, 4.26, -1.48)
H (-0.96, -0.36, -4.49)
H (0.92, -0.68, -5.80)
H (1.83, -2.70, -6.88)
H (2.63, -4.60, -5.51)
H (3.02, -5.58, -3.25)
H (2.92, -5.31, -0.78)
H (2.05, -3.17, 0.16)
H (-2.76, 0.80, -4.69)
C (-2.81, 2.78, 1.37)
S (-3.70, 2.57, 2.93)
C (-2.66, 3.46, 4.02)
C (-1.60, 2.95, 4.68)
S (-0.92, 1.37, 4.65)
S (-0.77, 4.12, 5.70)
C (-1.77, 5.50, 5.40)
S (-1.50, 6.99, 6.07)
S (-3.04, 5.15, 4.30)
H (-3.41, 2.32, 0.59)
H (-1.83, 2.30, 1.40)
H (-2.69, 3.84, 1.14)

total charge = -1
HOMO = -4.732 eV
orbital gap = 6.322 eV
energy relative to the best compared isomer or geometry (same formula, charge and spin) = 49.8 kJ/mol



5.
The following is a DFT calculation (ωB97M-V/def2-TZVPD) of a 2-piece molecular cluster, C27H18F6OS overall at a distorted geometry.

CARTESIAN COORDINATES (ANGSTROEM)
C (5.57, -1.87, 4.50)
C (4.79, -2.55, 3.56)
C (3.99, -1.84, 2.65)
C (3.98, -0.45, 2.73)
O (3.12, 0.30, 1.92)
C (1.77, 0.33, 2.23)
C (1.26, 1.44, 2.93)
C (-0.06, 1.42, 3.34)
C (-0.94, 0.34, 3.04)
C (-2.28, 0.43, 3.52)
C (-3.36, -0.50, 3.46)
C (-4.62, -0.04, 3.96)
C (-5.76, -0.83, 3.91)
C (-5.69, -2.13, 3.36)
C (-4.46, -2.61, 2.90)
C (-3.31, -1.84, 2.98)
C (-0.40, -0.72, 2.25)
C (0.93, -0.73, 1.86)
C (4.79, 0.25, 3.63)
C (5.57, -0.48, 4.53)
H (6.18, -2.43, 5.20)
H (4.78, -3.64, 3.52)
H (3.38, -2.34, 1.91)
H (1.92, 2.27, 3.15)
H (-0.45, 2.27, 3.90)
H (-2.51, 1.37, 4.03)
H (-4.67, 0.97, 4.38)
H (-6.71, -0.45, 4.29)
H (-6.58, -2.75, 3.31)
H (-4.40, -3.62, 2.48)
H (-2.36, -2.28, 2.69)
H (-1.02, -1.54, 1.92)
H (1.34, -1.55, 1.28)
H (4.76, 1.34, 3.63)
H (6.18, 0.07, 5.26)
F (-4.11, 2.58, -3.38)
C (-5.31, 3.16, -3.08)
F (-5.32, 4.40, -3.67)
F (-6.28, 2.42, -3.70)
C (-5.53, 3.26, -1.58)
C (-6.83, 3.20, -1.08)
C (-7.02, 3.32, 0.29)
C (-8.43, 3.28, 0.84)
F (-8.47, 2.74, 2.11)
F (-8.97, 4.54, 0.93)
F (-9.28, 2.54, 0.07)
C (-5.96, 3.50, 1.16)
C (-4.62, 3.56, 0.67)
S (-3.34, 3.76, 1.70)
C (-4.44, 3.45, -0.75)
H (-7.67, 3.06, -1.75)
H (-6.13, 3.59, 2.22)
H (-3.44, 3.49, -1.16)

HOMO = -6.320 eV
orbital gap = 3.164 eV
energy relative to the best compared isomer or geometry (same formula, charge and spin) = 0.0 kJ/mol



6.
The following is a DFT calculation (ωB97M-V/def2-TZVPD) of C27H18N5O5STi as an isolated structure at a distorted geometry.

CARTESIAN COORDINATES (ANGSTROEM)
Ti (0.92, -0.28, -0.09)
O (0.74, 1.88, 3.43)
C (1.03, 1.17, 2.50)
N (0.20, 0.44, 1.67)
C (-1.06, 0.04, 2.01)
O (-1.60, 0.10, 3.09)
C (-1.78, -0.56, 0.80)
C (-3.11, -0.92, 0.88)
C (-3.73, -1.41, -0.25)
C (-3.01, -1.48, -1.43)
C (-1.69, -1.10, -1.43)
N (-1.07, -0.66, -0.33)
C (2.48, 0.92, 2.12)
C (3.50, 1.22, 3.00)
C (4.78, 0.79, 2.69)
C (4.98, 0.07, 1.52)
C (3.91, -0.18, 0.69)
N (2.68, 0.25, 0.98)
H (-3.60, -0.81, 1.84)
H (-4.77, -1.72, -0.23)
H (-3.46, -1.84, -2.34)
H (-1.08, -1.16, -2.32)
H (3.26, 1.77, 3.90)
H (5.61, 0.99, 3.36)
H (5.96, -0.31, 1.26)
H (4.01, -0.71, -0.24)
O (3.55, 0.52, -2.85)
C (2.48, 0.50, -2.26)
O (2.05, -0.54, -1.54)
C (1.50, 1.59, -2.26)
C (1.43, 2.47, -3.33)
C (0.34, 3.29, -3.48)
C (-0.69, 3.24, -2.48)
C (-1.86, 4.01, -2.60)
C (-2.81, 4.05, -1.59)
C (-2.58, 3.34, -0.42)
C (-1.44, 2.55, -0.29)
C (-0.51, 2.42, -1.34)
N (0.56, 1.54, -1.23)
H (2.25, 2.44, -4.05)
H (0.25, 3.96, -4.33)
H (-1.99, 4.60, -3.50)
H (-3.71, 4.64, -1.71)
H (-3.27, 3.41, 0.41)
H (-1.24, 2.06, 0.65)
O (1.23, -2.09, 0.66)
N (0.25, -3.02, 0.76)
C (-0.34, -3.12, 1.98)
C (-1.34, -3.99, 2.24)
C (-1.76, -4.83, 1.20)
C (-1.16, -4.74, -0.02)
C (-0.10, -3.82, -0.31)
S (0.59, -3.66, -1.83)
H (0.05, -2.43, 2.71)
H (-1.79, -4.01, 3.23)
H (-2.56, -5.54, 1.36)
H (-1.46, -5.36, -0.85)

2S+1 = 3
total charge = -1
HOMO (alpha / beta) = -2.398 / -4.898 eV
<S²> = 2.029
orbital gap (alpha / beta) = 4.643 / 7.002 eV
energy relative to the best compared isomer or geometry (same formula, charge and spin) = 16.8 kJ/mol



7.
The following is a DFT calculation (ωB97M-V/def2-TZVPD) of C27H19AlN9O5 as an isolated structure at a distorted geometry.

CARTESIAN COORDINATES (ANGSTROEM)
Al (1.75, -0.20, -2.29)
O (5.30, 0.19, -0.85)
C (4.13, 0.08, -1.05)
O (3.53, -0.15, -2.21)
C (3.10, 0.22, 0.08)
C (3.26, 0.65, 1.38)
C (2.10, 0.80, 2.14)
C (0.83, 0.56, 1.61)
C (0.76, 0.14, 0.30)
N (1.89, -0.04, -0.38)
C (-0.44, -0.03, -0.64)
O (-1.58, 0.06, -0.26)
O (-0.06, -0.25, -1.88)
H (4.24, 0.87, 1.78)
H (2.18, 1.14, 3.17)
H (-0.07, 0.71, 2.19)
C (-0.52, 4.40, -1.12)
N (0.08, 3.36, -1.97)
C (1.14, 2.61, -1.75)
N (1.30, 1.75, -2.76)
C (0.27, 2.08, -3.60)
N (-0.48, 3.04, -3.16)
C (-0.93, 3.87, 0.24)
C (-0.39, 4.45, 1.39)
C (-0.75, 3.97, 2.64)
C (-1.61, 2.89, 2.75)
C (-2.13, 2.30, 1.61)
C (-1.83, 2.82, 0.35)
C (-2.81, 0.98, 1.63)
N (-3.84, 0.57, 0.98)
N (-3.76, -0.82, 0.98)
C (-2.70, -1.13, 1.62)
O (-2.06, -0.04, 2.12)
C (-1.94, -2.40, 1.62)
C (-1.40, -2.94, 2.78)
C (-0.56, -4.04, 2.69)
C (-0.24, -4.58, 1.45)
C (-0.78, -4.04, 0.29)
C (-0.43, -4.65, -1.04)
N (0.19, -3.67, -1.96)
C (1.24, -2.90, -1.75)
N (1.43, -2.11, -2.81)
C (0.44, -2.51, -3.67)
N (-0.33, -3.44, -3.19)
C (-1.65, -2.96, 0.38)
H (-1.38, 4.76, -1.69)
H (0.19, 5.22, -1.01)
H (1.77, 2.69, -0.87)
H (0.09, 1.57, -4.54)
H (0.31, 5.27, 1.30)
H (-0.35, 4.44, 3.53)
H (-1.86, 2.49, 3.73)
H (-2.25, 2.35, -0.52)
H (-1.63, -2.50, 3.74)
H (-0.14, -4.48, 3.59)
H (0.43, -5.43, 1.39)
H (-1.31, -5.01, -1.57)
H (0.25, -5.48, -0.91)
H (1.82, -2.88, -0.84)
H (0.29, -2.08, -4.65)
H (-2.09, -2.52, -0.50)

total charge = +1
HOMO = -11.780 eV
orbital gap = 8.070 eV
energy relative to the best compared isomer or geometry (same formula, charge and spin) = 0.0 kJ/mol



8.
The following is a DFT calculation (ωB97M-V/def2-TZVPD) of C27H19CrI2N8S as an isolated structure.

CARTESIAN COORDINATES (ANGSTROEM)
Cr (0.84, -0.08, -0.49)
N (-2.78, -1.21, -2.50)
C (-1.76, -0.52, -2.03)
N (-0.90, -0.98, -1.15)
C (-0.97, -2.32, -0.78)
N (0.01, -2.89, -0.14)
N (1.04, -2.01, 0.04)
C (2.15, -2.37, 0.56)
C (3.16, -1.32, 0.71)
C (4.43, -1.57, 1.21)
C (5.33, -0.52, 1.28)
C (4.94, 0.74, 0.86)
C (3.65, 0.91, 0.38)
N (2.78, -0.09, 0.31)
C (-2.15, -3.08, -1.15)
C (-2.39, -4.38, -0.68)
C (-3.52, -5.06, -1.10)
C (-4.41, -4.46, -1.99)
C (-4.19, -3.19, -2.47)
C (-3.06, -2.50, -2.04)
H (-3.39, -0.78, -3.17)
H (-1.64, 0.49, -2.39)
H (2.33, -3.40, 0.87)
H (4.71, -2.57, 1.52)
H (6.33, -0.68, 1.66)
H (5.61, 1.58, 0.89)
H (3.30, 1.88, 0.03)
H (-1.68, -4.83, -0.01)
H (-3.71, -6.06, -0.74)
H (-5.29, -5.00, -2.32)
H (-4.88, -2.73, -3.17)
C (-0.56, 0.09, 3.71)
C (-0.16, -0.39, 2.45)
N (0.08, 0.41, 1.43)
C (-0.08, 1.75, 1.60)
C (-0.47, 2.32, 2.81)
C (-0.70, 1.44, 3.89)
C (-0.65, 3.74, 2.90)
C (-0.47, 4.53, 1.81)
C (-0.08, 3.96, 0.55)
C (0.10, 4.72, -0.62)
C (0.46, 4.10, -1.79)
C (0.66, 2.71, -1.79)
N (0.49, 1.97, -0.70)
C (0.12, 2.58, 0.45)
H (-0.75, -0.61, 4.51)
H (-0.05, -1.45, 2.28)
H (-1.01, 1.84, 4.85)
H (-0.94, 4.17, 3.85)
H (-0.62, 5.60, 1.88)
H (-0.05, 5.79, -0.59)
H (0.61, 4.65, -2.70)
H (0.97, 2.18, -2.68)
S (2.98, 0.04, -4.63)
C (2.20, -0.10, -3.27)
N (1.58, -0.21, -2.26)
I (-3.51, 0.97, 1.17)
I (-4.06, 2.20, -1.11)

2S+1 = 4
total charge = +2
HOMO (alpha / beta) = -13.140 / -13.216 eV
<S²> = 3.782
orbital gap (alpha / beta) = 6.540 / 6.557 eV
energy relative to the best compared isomer or geometry (same formula, charge and spin) = 0.0 kJ/mol



Across the entries above, electronic energy takes the values -9172.3311; -6790.2630; -3105.9722; -4055.5859; -2112.2319; -2937.5704; -2151.7465; -3516.0929 a.u., respectively.